Entry 1:
Formula: C20H60O10
Source: the OMol25 dataset
Level of theory: wB97M-V/def2-TZVPD

Computed properties:
HOMO energy = -9.3 eV
total charge = 0
LUMO energy = 0.0050 Ha
Kohn-Sham gap = 9.436 eV
ΔE to the lowest compared entry with this formula, charge and spin = 20.2 kcal per mole
electronic energy = -1550.3040 Eh
SMILES = CC(C)O.CC(C)O.CC(C)O.CC(C)O.CC(C)O.CC(C)O.CCO.O.O.O
multiplicity = 1

CARTESIAN COORDINATES (ANGSTROEM)
C -3.894 1.050 -1.537
C -4.011 -0.489 -1.186
C -4.225 -1.387 -2.391
O -2.791 -0.899 -0.546
H -4.621 1.513 -2.205
H -2.912 1.088 -2.008
H -3.873 1.620 -0.609
H -4.874 -0.698 -0.554
H -3.778 -0.986 -3.300
H -5.300 -1.354 -2.572
H -3.931 -2.412 -2.166
H -2.854 -0.657 0.381
C 1.193 -2.794 4.383
C 1.569 -2.720 5.925
C 3.058 -2.690 6.212
O 1.095 -1.459 6.415
H 1.846 -2.136 3.810
H 0.133 -2.571 4.267
H 1.370 -3.780 3.953
H 1.037 -3.565 6.361
H 3.585 -3.439 5.622
H 3.045 -2.964 7.267
H 3.462 -1.682 6.120
H 0.226 -1.419 6.009
C -1.548 -0.927 -5.294
C -0.054 -1.308 -5.254
C 0.808 -0.805 -6.400
O 0.470 -0.824 -4.023
H -1.672 0.138 -5.491
H -1.943 -1.047 -4.285
H -2.159 -1.456 -6.026
H -0.036 -2.395 -5.181
H 1.821 -0.943 -6.025
H 0.641 0.269 -6.485
H 0.664 -1.472 -7.250
H -0.233 -0.326 -3.600
C -1.309 4.839 -2.006
C -1.837 4.486 -3.372
C -3.022 5.338 -3.705
O -0.775 4.738 -4.313
H -2.071 4.657 -1.248
H -1.008 5.886 -1.974
H -0.313 4.456 -1.785
H -2.085 3.426 -3.412
H -3.362 5.124 -4.718
H -2.850 6.402 -3.548
H -3.836 5.054 -3.037
H -0.720 5.688 -4.437
C 5.186 -3.691 1.052
C 3.667 -3.992 0.923
C 3.252 -4.970 1.969
O 3.022 -2.745 0.993
H 5.432 -3.082 0.182
H 5.802 -4.576 1.212
H 5.323 -3.011 1.893
H 3.455 -4.336 -0.090
H 3.806 -5.892 1.794
H 2.175 -5.109 1.878
H 3.295 -4.682 3.020
H 3.569 -2.097 0.543
C -0.200 1.801 0.853
C 0.541 0.902 -0.216
C 0.946 -0.387 0.587
O -0.416 0.638 -1.258
H -0.700 2.643 0.373
H 0.467 2.289 1.564
H -0.978 1.240 1.371
H 1.402 1.507 -0.503
H 0.124 -1.088 0.726
H 1.205 -0.193 1.628
H 1.710 -0.899 0.003
H -1.001 -0.047 -0.928
C -0.533 3.308 4.630
C -1.926 3.085 4.056
O -2.275 1.706 3.957
H 0.300 3.309 3.926
H -0.216 2.664 5.449
H -0.413 4.318 5.023
H -2.058 3.578 3.093
H -2.692 3.551 4.677
H -3.171 1.666 3.614
O -2.849 -0.535 2.221
H -2.402 -1.180 2.770
H -3.335 0.011 2.839
O 4.303 -0.814 -0.626
H 5.172 -0.578 -0.950
H 3.913 -1.326 -1.335
O 3.160 1.295 -2.617
H 3.274 0.692 -1.882
H 2.537 0.853 -3.194

Entry 2:
Formula: C3H3NO2
Source: the OMol25 dataset
Level of theory: wB97M-V/def2-TZVPD

Computed properties:
HOMO energy = -8.0 eV
total charge = 0
LUMO energy = 0.0342 Ha
Kohn-Sham gap = 8.921 eV
ΔE to the lowest compared entry with this formula, charge and spin = 131.4 kcal per mole
electronic energy = -321.1682 Eh
SMILES = OC1=CO1.C#N
multiplicity = 1

CARTESIAN COORDINATES (ANGSTROEM)
O 1.678 -0.224 0.305
C 0.892 0.646 -0.255
C 0.388 1.790 -0.513
O -0.643 1.207 0.200
H 1.320 -1.123 0.148
H 0.493 2.785 -0.928
C -1.407 -1.676 0.361
N -0.363 -2.153 0.255
H -2.378 -1.233 0.458

Entry 3:
Formula: C11H8AgNOSSe
Source: the OMol25 dataset
Level of theory: wB97M-V/def2-TZVPD

Computed properties:
HOMO energy = -0.2 eV
total charge = -2
LUMO energy = 0.1333 Ha
Kohn-Sham gap = 3.777 eV
electronic energy = -3500.4427 Eh
multiplicity = 1

CARTESIAN COORDINATES (ANGSTROEM)
Ag -4.949 1.400 -0.309
Se -6.436 -0.677 -0.309
C -7.540 -2.213 -0.309
N -8.216 -3.152 -0.309
C 3.861 -1.870 -0.819
C 3.865 -1.342 0.581
O 3.654 -2.095 1.519
S 4.139 0.409 0.893
C 2.414 0.778 0.595
C 1.454 0.405 1.542
C 0.103 0.617 1.282
C -0.296 1.207 0.080
C 0.662 1.613 -0.859
C 2.020 1.395 -0.600
C -1.696 1.335 -0.180
C -2.888 1.400 -0.309
H 3.650 -2.961 -0.827
H 4.851 -1.689 -1.286
H 3.076 -1.354 -1.412
H 1.749 -0.074 2.466
H -0.636 0.300 2.009
H 0.361 2.070 -1.794
H 2.761 1.683 -1.335
H -5.962 2.815 -0.309

Entry 4:
Formula: CH9N2OSi
Source: the OMol25 dataset
Level of theory: wB97M-V/def2-TZVPD

Computed properties:
HOMO energy = -15.7 eV
total charge = +1
LUMO energy = -0.1212 Ha
Kohn-Sham gap = 12.401 eV
ΔE to the lowest compared entry with this formula, charge and spin = 22.0 kcal per mole
electronic energy = -517.4735 Eh
multiplicity = 1

CARTESIAN COORDINATES (ANGSTROEM)
C 0.677 -0.532 0.091
N 0.898 -0.519 -1.245
N 1.684 -0.932 0.892
O -0.493 -0.436 0.562
Si -2.146 -0.004 0.263
H 0.154 2.270 0.269
H 1.837 -0.497 -1.650
H 0.101 -0.423 -1.915
H 1.547 -1.038 1.822
H 2.606 -1.138 0.443
H 0.505 3.017 -0.024
H -2.380 1.028 -0.781
H -2.288 -1.336 -0.212
H -2.704 0.543 1.485

Entry 5:
Formula: C30H28AsHgN2S2
Source: the OMol25 dataset
Level of theory: wB97M-V/def2-TZVPD

Computed properties:
<S²> = 0.763
HOMO energy (spin up / spin down) = 1.1 / -1.0 eV
total charge = -2
LUMO energy (spin up / spin down) = 0.1656 / 0.1646 Ha
Kohn-Sham gap (spin up / spin down) = 3.392 / 5.463 eV
ΔE to the lowest compared entry with this formula, charge and spin = 1.6 kcal per mole
electronic energy = -4454.8293 Eh
multiplicity = 2

CARTESIAN COORDINATES (ANGSTROEM)
Hg -1.164 0.350 -1.065
C -2.673 -3.350 1.281
C -2.158 -2.011 1.820
C -0.636 -1.945 1.647
C -2.812 -0.801 1.170
C -3.659 -0.898 0.072
C -4.129 0.233 -0.564
C -3.776 1.499 -0.120
C -4.289 2.723 -0.796
C -2.966 1.597 0.999
C -2.493 0.467 1.634
H -2.062 -4.189 1.623
H -2.614 -3.368 0.194
H -3.712 -3.532 1.564
H -2.395 -1.958 2.897
H -0.379 -1.902 0.589
H -0.144 -2.820 2.074
H -0.204 -1.061 2.118
H -3.965 -1.866 -0.288
H -4.785 0.142 -1.413
H -5.208 3.066 -0.318
H -4.507 2.530 -1.847
H -3.559 3.535 -0.742
H -2.709 2.572 1.376
H -1.863 0.561 2.503
S -2.073 1.922 -2.637
C -2.738 3.075 -3.790
N -3.177 3.834 -4.549
S -3.020 -2.868 -4.283
C -2.356 -1.716 -3.130
N -1.919 -0.956 -2.371
C 4.212 0.466 3.898
C 3.341 1.546 3.727
C 2.340 1.491 2.753
C 2.200 0.358 1.940
C 3.087 -0.723 2.120
C 4.084 -0.666 3.093
As 0.755 0.350 0.600
C 1.362 -1.156 -0.311
C 1.142 -2.507 -0.094
C 1.775 -3.416 -0.950
C 2.599 -2.956 -1.995
C 2.804 -1.581 -2.197
C 2.181 -0.661 -1.346
C 2.333 0.855 -1.426
C 3.109 1.540 -2.369
C 3.179 2.941 -2.319
C 2.481 3.661 -1.330
C 1.704 2.990 -0.378
C 1.645 1.606 -0.450
H 4.984 0.505 4.654
H 3.441 2.423 4.351
H 1.670 2.333 2.631
H 3.027 -1.618 1.525
H 4.757 -1.504 3.222
H 0.513 -2.840 0.721
H 1.633 -4.477 -0.802
H 3.086 -3.666 -2.649
H 3.446 -1.251 -3.001
H 3.658 1.007 -3.132
H 3.778 3.469 -3.048
H 2.547 4.740 -1.304
H 1.163 3.528 0.388
H 0.110 0.350 -2.170

Entry 6:
Formula: C22H31NO20S4
Source: the OMol25 dataset
Level of theory: wB97M-V/def2-TZVPD

Computed properties:
HOMO energy = -8.6 eV
total charge = 0
LUMO energy = -0.0088 Ha
Kohn-Sham gap = 8.400 eV
electronic energy = -4008.4953 Eh
SMILES = C#C[C@@](C[C@H]1CO1)(OC(=O)OCC)c1ccncc1.O=S1(=O)OCCO1.O=S1(=O)OCCO1.O=S1(=O)OCCO1.O=S1(=O)OCCO1
multiplicity = 1

CARTESIAN COORDINATES (ANGSTROEM)
C -0.427 -1.035 -2.984
C -0.603 -0.672 -1.721
C -0.729 -0.345 -0.123
C -0.967 -1.759 0.644
C -1.323 -1.381 2.310
C -0.231 -2.072 3.422
O -0.314 -0.494 3.011
O 0.471 0.362 0.281
C 1.657 -0.189 -0.326
O 2.235 0.568 -1.193
O 2.214 -1.448 0.042
C 2.485 -2.309 -1.100
C 1.508 -3.588 -1.240
C -2.100 0.506 0.138
C -2.240 1.626 1.243
C -3.654 2.304 1.386
N -4.856 2.017 0.637
C -4.693 1.001 -0.381
C -3.401 0.177 -0.729
H -0.050 -0.980 -4.077
H -1.940 -2.250 0.285
H -0.051 -2.445 0.666
H -2.497 -1.329 2.629
H -1.195 -2.473 3.982
H 0.179 -1.629 4.387
H 2.513 -1.786 -2.121
H 3.557 -2.741 -0.934
H 1.288 -4.131 -0.253
H 2.051 -4.353 -1.924
H 0.529 -3.311 -1.806
H -1.312 1.870 1.890
H -3.748 3.102 2.229
H -5.646 0.729 -0.994
H -3.386 -0.644 -1.550
O 4.680 1.080 -6.819
S 3.345 1.154 -6.292
O 2.192 0.736 -7.034
O 3.097 2.666 -5.754
C 2.765 2.629 -4.364
C 3.453 1.388 -3.817
O 3.326 0.408 -4.850
H 1.678 2.549 -4.275
H 3.103 3.540 -3.867
H 2.998 1.033 -2.891
H 4.520 1.568 -3.652
O 9.866 -0.763 -9.523
S 9.917 0.456 -8.768
O 11.064 1.316 -8.755
O 9.503 0.119 -7.234
C 8.364 0.897 -6.865
C 7.603 1.140 -8.161
O 8.612 1.346 -9.150
H 8.719 1.838 -6.434
H 7.761 0.365 -6.127
H 6.942 2.004 -8.099
H 7.023 0.258 -8.448
O -3.530 0.914 4.106
S -3.476 2.128 4.871
O -2.330 2.991 4.883
O -3.881 1.776 6.404
C -5.021 2.556 6.785
C -5.787 2.807 5.494
O -4.784 3.019 4.503
H -4.662 3.493 7.220
H -5.619 2.021 7.520
H -6.448 3.672 5.564
H -6.369 1.928 5.203
O -5.778 -0.767 4.873
S -5.209 -0.927 6.180
O -4.934 0.180 7.051
O -3.864 -1.827 6.043
C -3.988 -3.000 6.847
C -5.481 -3.292 6.908
O -6.106 -2.013 6.996
H -3.589 -2.775 7.841
H -3.424 -3.824 6.408
H -5.749 -3.912 7.764
H -5.826 -3.775 5.988

Entry 7:
Formula: HN2O4S
Source: the OMol25 dataset
Level of theory: wB97M-V/def2-TZVPD

Computed properties:
HOMO energy (spin up / spin down) = -5.4 / -5.4 eV
total charge = -1
LUMO energy (spin up / spin down) = 0.1142 / 0.1142 Ha
Kohn-Sham gap (spin up / spin down) = 8.464 / 8.465 eV
ΔE to the lowest compared entry with this formula, charge and spin = 97.6 kcal per mole
electronic energy = -809.1132 Eh
multiplicity = 1

CARTESIAN COORDINATES (ANGSTROEM)
N -0.042 -0.383 0.233
N 1.156 -0.563 0.577
O 1.512 -0.627 1.766
O -1.331 1.862 -0.493
O 2.034 -0.707 -0.315
O -1.571 -0.040 -1.980
S -0.642 0.827 -1.290
H -1.115 -0.369 1.503

Entry 8:
Formula: C16H16N4O6S
Source: the OMol25 dataset
Level of theory: wB97M-V/def2-TZVPD

Computed properties:
HOMO energy = -8.9 eV
total charge = 0
LUMO energy = -0.0381 Ha
Kohn-Sham gap = 7.829 eV
ΔE to the lowest compared entry with this formula, charge and spin = 105.3 kcal per mole
electronic energy = -1687.6700 Eh
SMILES = C[C@H](C(=O)NO)N(Cc1ccccc1[N+](=O)[O-])Sc1ccccc1[N+](=O)[O-]
multiplicity = 1

CARTESIAN COORDINATES (ANGSTROEM)
C -1.663 -0.389 1.900
C -1.421 -0.022 0.453
C -1.610 -1.250 -0.475
O -2.229 -2.268 -0.110
N -1.235 -1.190 -1.838
O -1.594 -2.187 -2.798
N -0.121 0.693 0.297
C -0.148 2.171 0.554
C 0.761 2.932 -0.344
C 1.750 3.725 0.223
C 2.749 4.319 -0.549
C 2.734 4.224 -1.922
C 1.755 3.423 -2.524
C 0.720 2.832 -1.782
N -0.292 2.198 -2.499
O -1.451 2.487 -2.186
O 0.016 1.342 -3.346
S 1.416 -0.078 0.121
C 1.613 -1.000 1.668
C 1.545 -2.392 1.591
C 1.604 -3.204 2.734
C 1.787 -2.623 4.001
C 1.925 -1.213 4.099
C 1.856 -0.396 2.934
N 2.052 0.975 3.142
O 2.812 1.567 2.360
O 1.465 1.568 4.070
H -1.264 0.408 2.589
H -2.736 -0.576 2.157
H -1.137 -1.328 2.110
H -2.235 0.692 0.138
H -0.850 -0.289 -2.153
H -2.151 -2.866 -2.354
H 0.123 2.335 1.595
H -1.186 2.598 0.529
H 1.846 3.755 1.287
H 3.546 4.935 -0.087
H 3.507 4.736 -2.459
H 1.751 3.305 -3.610
H 1.301 -2.851 0.638
H 1.584 -4.309 2.635
H 1.854 -3.223 4.876
H 2.005 -0.813 5.087